{"formula": "C8H2", "method": "ωB97M-V/def2-TZVPD", "species": ["C", "C", "C", "C", "C", "C", "C", "C", "H", "H"], "coordinates": [[1.61540, 0.48668, 1.10092], [-0.10012, -0.68354, 1.53251], [1.44563, 0.72034, -0.09660], [-1.12006, -0.63512, 0.77097], [1.26035, -0.57979, 1.92548], [-0.55550, 0.24470, -1.09572], [0.75986, 0.23795, -1.24954], [-1.62153, 0.10407, -0.30398], [0.97553, -0.07733, -2.19912], [-2.65956, 0.18203, -0.38492]], "atomic_forces_ev_per_a": [[-0.8, 0.5, 0.2], [-1.2, 0.6, -1.5], [0.7, -0.6, -2.1], [3.4, -1.4, 3.6], [-1.1, -1.0, 0.5], [-2.3, 0.2, 1.5], [-0.8, 2.2, 1.6], [1.2, -0.5, -1.2], [2.3, -1.1, -1.9], [-1.3, 1.2, -0.7]], "lumo_energy_ha": -0.0487, "e_homo_ev": -8.22, "largest_force_ev_per_a": 5.15, "orbital_gap_ev": 6.9, "energy_ev": -8317.0277, "mol_weight_g_mol": 98.104}